10
Properties=species:S:1:pos:R:3:lowdin_charge:R:1 method="wB97M-V/def2-TZVPD" e_lumo_ev=-0.80 homo_ev=-9.48 gap_ev=8.7 fmax_ev_per_a=3.656 smiles="F[Si]([SiH3])=S.S"
F -0.56678 -1.87472 1.55461 -0.2419
Si -2.74319 -0.51273 -0.01977 0.5133
Si -0.65429 -1.15468 0.15456 -0.0688
S 0.97201 -1.27608 -0.97637 0.1727
S 5.10371 -0.18595 0.40584 0.4739
H -2.90757 0.71704 -0.78579 -0.0945
H -3.15272 -1.51146 -0.92050 -0.1164
H -3.52499 -0.39045 1.09056 -0.1329
H 3.93406 -0.82164 0.00831 -0.2206
H 4.27398 0.72788 0.74107 -0.2847

***

84
Properties=species:S:1:pos:R:3:lowdin_charge:R:1 method="wB97M-V/def2-TZVPD" s2=0.756 charge=-1 e_lumo_ev="2.24 / 2.25" multiplicity=2 homo_ev="-5.23 / -5.22" gap_ev="7.5 / 7.5" fmax_ev_per_a=0.546
Ru 0.41516 1.47696 -1.49584 1.2586
C 5.15229 -2.28978 -4.17350 -0.0538
C 4.72443 -1.02886 -3.47404 -0.2714
C 4.46535 0.12714 -4.20248 -0.0350
C 3.96018 1.25669 -3.58498 -0.0602
C 3.73060 1.24279 -2.21941 -0.3024
C 4.02602 0.12001 -1.46447 -0.0571
C 4.51737 -1.01009 -2.09845 -0.0342
S 2.99871 2.67269 -1.47996 0.5665
O 4.00814 3.50016 -0.86386 -0.3061
O 2.20827 3.29625 -2.53395 -0.3426
N 2.04589 2.00676 -0.38413 -0.3220
C 1.66323 2.87059 0.73978 -0.1610
C 0.24277 3.38588 0.59890 -0.6060
O -0.20405 4.21760 1.36456 0.0451
O -0.45022 2.84323 -0.37654 -0.1892
H 5.80361 -2.07222 -5.02077 0.0727
H 4.27214 -2.81260 -4.55492 0.0850
H 5.67870 -2.96302 -3.49639 0.0707
H 4.61214 0.12298 -5.27643 0.1135
H 3.68692 2.13135 -4.15882 0.1157
H 3.83464 0.11180 -0.40074 0.0916
H 4.71759 -1.90378 -1.51795 0.1092
H 2.34085 3.71704 0.84496 0.1157
H 1.69374 2.29945 1.66916 0.1058
C -0.12908 -0.31981 -0.70676 -0.2754
Si -0.72000 -0.84011 0.98840 0.6556
C -2.17293 0.14939 1.66335 -0.2280
N -1.77543 1.51152 2.00668 -0.1991
C -2.72038 2.53536 1.59378 -0.2128
C -3.97977 2.56681 2.47465 -0.1691
C -3.59330 2.32337 3.94590 -0.1963
C -2.12386 2.66647 4.17560 -0.1818
C -1.24830 1.71166 3.35744 -0.1854
C -1.35698 -2.59566 0.70659 -0.2265
C -2.52267 -2.77132 -0.04817 -0.0964
C -3.02307 -4.03553 -0.32404 -0.0928
C -2.36192 -5.16058 0.15057 -0.1050
C -1.20241 -5.01124 0.89707 -0.0969
C -0.70839 -3.74150 1.17013 -0.0881
C 0.66819 -0.92171 2.24884 -0.2429
C 0.45467 -1.40487 3.54289 -0.1194
C 1.47752 -1.44151 4.47872 -0.0937
C 2.74784 -0.99635 4.13333 -0.0973
C 2.98597 -0.53288 2.84874 -0.0800
C 1.95569 -0.50379 1.91494 -0.0951
H -0.87006 -0.72210 -1.39801 0.0005
H 0.76138 -0.96188 -0.82319 0.0424
H -2.67537 -0.37508 2.49531 0.0889
H -2.91581 0.19960 0.85765 0.0830
H -2.97674 2.36951 0.54614 0.1077
H -2.20679 3.49456 1.62846 0.0912
H -4.69888 1.80893 2.15088 0.0961
H -4.47050 3.53755 2.35639 0.1030
H -3.73647 1.26513 4.18983 0.1009
H -4.24147 2.88927 4.61889 0.0977
H -1.86116 2.57678 5.23288 0.1059
H -1.92207 3.69994 3.88198 0.1119
H -1.22413 0.74198 3.86675 0.1001
H -0.21834 2.08663 3.32611 0.1083
H -3.04729 -1.90389 -0.43960 0.0859
H -3.92658 -4.14307 -0.91262 0.0972
H -2.74769 -6.14967 -0.06453 0.0944
H -0.67812 -5.88549 1.26415 0.0959
H 0.20343 -3.64077 1.74850 0.0951
H -0.53444 -1.75192 3.82811 0.1063
H 1.28519 -1.81330 5.47806 0.0964
H 3.54793 -1.01613 4.86327 0.0957
H 3.97462 -0.18828 2.56780 0.1024
H 2.17040 -0.14914 0.91334 0.0597
Br -5.56061 -0.01479 -2.19516 0.7113
C -3.76247 -0.07519 -2.80317 -0.6936
C -3.27108 -1.25165 -3.35032 -0.1226
C -1.94583 -1.30950 -3.75393 -0.0123
C -1.11465 -0.20979 -3.59735 -0.1642
C -1.64430 0.96811 -3.08356 -0.0892
C -2.96816 1.05052 -2.67532 -0.1058
C 0.38452 -0.36658 -3.80448 -0.5912
O 0.78686 -1.22894 -4.56687 0.0578
O 1.12418 0.47490 -3.16055 -0.1672
H -3.91338 -2.11793 -3.43361 0.0998
H -1.51974 -2.22169 -4.15099 0.1246
H -1.02002 1.86292 -3.00801 0.0954
H -3.36222 1.96368 -2.25163 0.1076

***

10
Properties=species:S:1:pos:R:3:lowdin_charge:R:1 method="wB97M-V/def2-TZVPD" charge=-1 e_lumo_ev=3.73 homo_ev=-2.64 gap_ev=6.4 fmax_ev_per_a=3.084
C -0.99707 -0.69960 -1.79215 -0.0812
C 1.15246 0.30075 -0.57734 -0.6599
C 0.30553 0.30882 0.45437 -0.4475
N -1.70557 -0.33443 -0.80967 -0.1767
N 0.59222 0.54761 1.83849 0.0649
O -1.10637 -0.03286 0.33670 -0.1859
S 2.58136 0.33299 -1.39827 0.3856
H -1.48522 -1.01837 -2.76681 0.0002
H 0.91944 -0.19003 2.41329 0.0514
H -0.25678 0.78513 2.30140 0.0492

***

42
Properties=species:S:1:pos:R:3:lowdin_charge:R:1 method="wB97M-V/def2-TZVPD" charge=+1 e_lumo_ev=-4.25 homo_ev=-12.10 gap_ev=7.8 fmax_ev_per_a=3.073
C -1.64434 1.65743 1.67067 0.0264
B -0.38245 1.16008 0.86053 -0.5015
O -0.47162 0.15527 -0.02192 0.1828
C 1.08132 1.79443 1.05647 -0.1793
C 1.11316 3.32727 0.83752 -0.0161
N 1.63717 3.75736 -0.50301 0.0314
C 0.58660 3.96035 -1.54495 -0.3471
O 0.86064 4.66047 -2.47201 0.2480
N -0.63879 3.26167 -1.34612 0.1920
C -1.14862 2.79525 -2.59135 -0.5001
O -1.97728 3.35195 -3.25857 0.2158
F -0.61946 1.64960 -2.91946 0.1942
C 2.70426 2.84689 -1.04329 -0.0256
C 2.17022 1.43350 -0.98716 -0.1751
O 2.06974 1.06283 0.34079 -0.0587
H -1.37581 1.94188 2.67700 0.0711
H -2.11276 2.48444 1.16126 0.0610
H -2.33857 0.83527 1.75796 0.0713
H -1.29646 -0.31325 0.13777 0.0712
H 1.33014 1.64433 2.09550 0.1576
H 1.69572 3.80135 1.60829 0.1438
H 0.11261 3.71294 0.92869 0.1226
H 2.06282 4.67468 -0.38672 0.1991
H -1.33762 3.93453 -1.04618 0.1731
H 2.96802 3.12776 -2.04334 0.1429
H 3.55332 2.87191 -0.38745 0.1522
H 1.23031 1.32919 -1.52062 0.1154
H 2.87074 0.80668 -1.50565 0.1489
C 0.37392 -6.18771 0.95058 -0.0588
C -0.81102 -6.50919 0.30283 -0.0539
C -1.75233 -5.52664 0.05022 0.0048
C -1.48674 -4.23042 0.45087 -0.1448
C -0.31460 -3.89193 1.10186 -0.0017
C 0.61973 -4.88152 1.35226 -0.0601
N -2.47478 -3.18602 0.16596 -0.3332
O -3.49487 -3.50390 -0.38508 0.1194
O -2.21089 -2.04210 0.50436 0.0375
H 1.10863 -6.95752 1.14245 0.1118
H -1.00099 -7.52634 -0.00750 0.1134
H -2.67506 -5.77311 -0.45241 0.1235
H -0.12562 -2.87520 1.41009 0.1147
H 1.54162 -4.63448 1.85885 0.1099

***

11
Properties=species:S:1:pos:R:3:lowdin_charge:R:1 method="wB97M-V/def2-TZVPD" e_lumo_ev=-0.05 homo_ev=-8.67 gap_ev=8.6 fmax_ev_per_a=1.956
O -2.20311 -0.28592 0.37491 0.0743
C -1.13337 -0.10704 0.91280 -0.3030
C 0.15815 -0.85693 0.84140 -0.0750
C 1.05885 -0.66207 -0.13035 -0.1055
C 0.73954 0.28083 -1.18179 -0.0773
C -0.29165 1.10230 -1.03015 -0.1984
O -1.10640 1.92846 -1.02275 0.2161
H -1.00253 0.68317 1.67468 0.1300
H 0.41825 -1.29786 1.79862 0.1079
H 2.04254 -1.13385 -0.12457 0.1131
H 1.26442 0.39164 -2.12059 0.1178

***

43
Properties=species:S:1:pos:R:3:lowdin_charge:R:1 method="wB97M-V/def2-TZVPD" charge=+1 e_lumo_ev=-5.16 homo_ev=-11.57 gap_ev=6.4 fmax_ev_per_a=0.289
Os -0.03080 -0.78839 0.35496 1.0636
Cl -1.67656 -2.45587 0.63371 0.8077
C -0.98359 -3.78284 -0.28896 -0.5989
C -1.41094 -5.06891 -0.03044 -0.0776
C -0.85230 -6.08904 -0.78207 -0.0388
C 0.09805 -5.81207 -1.75317 -0.0702
C 0.49848 -4.50891 -1.98637 -0.6681
Cl 1.67936 -4.17869 -3.19613 0.7353
C -0.03842 -3.45167 -1.24448 -0.6563
S 0.44385 -1.78014 -1.54445 0.7137
H -2.15163 -5.26593 0.73219 0.1232
H -1.15728 -7.11124 -0.60733 0.1242
H 0.53786 -6.61036 -2.33438 0.1210
F -2.39599 0.39197 -0.72856 0.0193
C -1.24936 0.74697 -0.13052 -0.4992
F -1.52704 1.13796 1.15410 -0.0021
H -0.78939 1.57993 -0.66458 0.1310
O 1.26547 0.03920 1.29024 -0.2911
C 2.57381 -0.61157 1.66329 -0.4901
C 2.19512 -1.87060 2.40192 -0.4997
C 1.59926 -2.98472 1.86744 -0.2068
C 1.28451 -3.96270 2.84332 -0.1561
C 1.65840 -3.56717 4.09314 -0.3703
S 2.37172 -2.02122 4.09550 1.1398
C 3.34414 -0.85983 0.39481 -0.5434
C 3.63901 0.09685 -0.53641 -0.1309
C 4.36036 -0.41737 -1.64195 -0.1518
C 4.60725 -1.75130 -1.51673 -0.3839
S 3.98049 -2.38796 -0.06630 1.0803
C 3.24080 0.40465 2.54862 -0.5265
C 2.64354 1.15211 3.52411 -0.1321
C 3.57378 1.94170 4.24577 -0.1562
C 4.85036 1.76279 3.80556 -0.3832
S 4.93553 0.66597 2.50412 1.0986
H 1.45418 -3.14007 0.80483 0.0575
H 0.82964 -4.91808 2.62551 0.1101
H 1.56055 -4.11546 5.01648 0.0788
H 3.35206 1.13377 -0.42514 0.1307
H 4.68915 0.17616 -2.48190 0.1132
H 5.14713 -2.39276 -2.19481 0.0774
H 1.57934 1.14179 3.71218 0.1214
H 3.30656 2.61032 5.05020 0.1111
H 5.74872 2.23351 4.17119 0.0754

***

Computed values of energy relative to the best compared isomer or geometry (same formula, charge and spin) (unit: eV) for the preceding records, in sequence: 2.2432; 0.3655; 4.7442; 0.0000; 2.0771; 0.0846.
Computed values of E_tot (unit: eV) for the preceding records, in sequence: -40224.837; -143501.225; -19018.185; -33913.464; -9342.105; -99278.283.